[1]
Entry from OMol25: a cluster of 7 separate species, C41H62BBr2NO15S6 in total (ωB97M-V with the def2-TZVPD basis set).

Last column: Löwdin charge in e.
CARTESIAN COORDINATES (ANGSTROEM)
1 C -6.7761 -1.0700 -4.1066  -0.226
2 C -5.8070 -0.6803 -2.9944  -0.707
3 Br -6.4299 1.0808 -2.3200  0.684
4 C -4.3195 -0.5081 -3.4051  -0.638
5 Br -3.9251 -1.0898 -5.2510  0.774
6 C -3.3521 -1.2447 -2.5063  -0.217
7 C -3.7107 -2.5179 -2.0948  -0.016
8 C -2.8909 -3.2075 -1.2535  -0.017
9 C -1.6856 -2.7085 -0.7780  -0.015
10 B -0.8672 -3.6310 0.2390  -0.577
11 N 0.5024 -4.0263 0.1212  0.179
12 O -1.5634 -4.1346 1.3174  0.134
13 C -1.2957 -1.4452 -1.2181  -0.021
14 C -2.1460 -0.7389 -2.0728  -0.028
15 C -1.7242 0.6426 -2.5071  -0.237
16 O -2.0036 1.1267 -3.5929  0.090
17 C -0.8794 1.4393 -1.5520  -0.097
18 C -0.9147 2.8028 -1.4917  -0.006
19 C -0.0962 3.4919 -0.6305  -0.048
20 C 0.7601 2.7724 0.1710  -0.049
21 C 0.7783 1.4042 0.1317  -0.018
22 C -0.0357 0.7192 -0.7282  -0.087
23 C -0.0007 -0.7810 -0.8188  -0.233
24 O 1.0489 -1.3597 -0.6020  0.115
25 H -6.9403 -0.2524 -4.8120  0.070
26 H -6.5076 -2.0048 -4.6005  0.014
27 H -7.7512 -1.2420 -3.6352  0.071
28 H -5.9589 -1.3633 -2.1626  0.077
29 H -4.1085 0.5551 -3.4006  0.035
30 H -4.6381 -2.9647 -2.4374  0.126
31 H -3.1891 -4.2049 -0.9380  0.127
32 H 1.0732 -3.7238 0.8978  0.082
33 H 0.9143 -3.7800 -0.7650  0.066
34 H -2.4369 -3.7177 1.3382  0.045
35 H -1.6085 3.3289 -2.1421  0.129
36 H -0.1230 4.5751 -0.6067  0.074
37 H 1.4257 3.3194 0.8317  0.115
38 H 1.4582 0.8745 0.7976  0.092
39 C -7.2297 -4.9547 2.6985  -0.221
40 C -6.5336 -6.0130 3.5643  -0.214
41 C -5.0552 -5.6183 3.6712  -0.214
42 S -5.0019 -3.8312 3.5024  0.679
43 O -4.3042 -3.5054 2.2828  -0.317
44 O -4.6386 -3.2395 4.7620  -0.313
45 C -6.7542 -3.6056 3.2279  -0.228
46 H -8.3143 -5.0417 2.7462  0.115
47 H -6.9269 -5.0738 1.6555  0.119
48 H -6.9849 -6.0238 4.5588  0.116
49 H -6.6428 -7.0126 3.1453  0.114
50 H -4.6263 -5.8964 4.6305  0.104
51 H -4.4648 -6.0476 2.8634  0.107
52 H -6.9135 -2.7860 2.5306  0.109
53 H -7.2113 -3.3747 4.1897  0.108
54 C 6.4319 -0.2053 0.8768  -0.215
55 C 6.4835 0.4435 -0.5132  -0.205
56 C 5.1937 1.2492 -0.6942  -0.206
57 S 4.6801 1.7398 0.9535  0.684
58 O 3.4279 1.0880 1.2608  -0.328
59 O 4.8481 3.1664 1.1078  -0.331
60 C 5.9875 0.8954 1.8309  -0.249
61 H 7.3957 -0.6178 1.1705  0.112
62 H 5.7018 -1.0190 0.8767  0.122
63 H 7.3437 1.1149 -0.5705  0.097
64 H 6.5957 -0.3005 -1.3011  0.117
65 H 5.3539 2.1392 -1.2997  0.098
66 H 4.3996 0.6430 -1.1286  0.107
67 H 5.6136 0.5221 2.7734  0.069
68 H 6.7880 1.6138 2.0035  0.097
69 C 5.8352 -3.0901 6.2855  -0.220
70 C 4.7241 -2.0492 6.0971  -0.210
71 C 5.3956 -0.6739 6.0000  -0.212
72 S 7.0381 -0.9645 5.3324  0.681
73 O 8.0129 -0.6178 6.3332  -0.311
74 O 7.1102 -0.4355 3.9898  -0.334
75 C 6.9060 -2.7465 5.2552  -0.228
76 H 5.4649 -4.1055 6.1519  0.116
77 H 6.2487 -3.0112 7.2935  0.120
78 H 4.1810 -2.2599 5.1733  0.119
79 H 4.0031 -2.0761 6.9127  0.115
80 H 4.8544 -0.0026 5.3366  0.101
81 H 5.5117 -0.2126 6.9789  0.106
82 H 7.8739 -3.1942 5.4693  0.108
83 H 6.5839 -3.0115 4.2480  0.108
84 C 8.5835 4.4544 1.2498  -0.215
85 C 10.0401 4.0566 0.9744  -0.211
86 C 10.1223 3.6018 -0.4884  -0.219
87 S 8.8230 4.4859 -1.3605  0.663
88 O 7.8459 3.5319 -1.8196  -0.321
89 O 9.4125 5.4534 -2.2486  -0.321
90 C 8.1600 5.3250 0.0726  -0.223
91 H 8.4804 4.9849 2.1952  0.119
92 H 7.9572 3.5604 1.2948  0.097
93 H 10.6891 4.9215 1.1283  0.116
94 H 10.3783 3.2704 1.6487  0.114
95 H 11.0814 3.8449 -0.9390  0.101
96 H 9.9258 2.5354 -0.5885  0.099
97 H 7.0806 5.4222 -0.0263  0.110
98 H 8.6241 6.3100 0.1220  0.108
99 C -0.8101 8.2487 1.5162  -0.221
100 C -0.5874 9.5805 0.7881  -0.216
101 C 0.0027 9.2576 -0.5903  -0.220
102 S -0.5992 7.6209 -1.0215  0.662
103 O 0.5242 6.7181 -1.0754  -0.323
104 O -1.5414 7.7257 -2.1040  -0.318
105 C -1.4876 7.3299 0.5047  -0.229
106 H -1.4183 8.3733 2.4113  0.115
107 H 0.1517 7.8271 1.8175  0.120
108 H -1.5440 10.0936 0.6682  0.116
109 H 0.0702 10.2427 1.3502  0.113
110 H -0.3217 9.9661 -1.3484  0.102
111 H 1.0901 9.2162 -0.5620  0.104
112 H -1.4276 6.2761 0.7692  0.101
113 H -2.5259 7.6181 0.3425  0.109
114 C -8.8412 -5.2520 -7.1634  -0.219
115 C -9.0092 -6.4166 -6.1791  -0.214
116 C -7.8907 -6.3005 -5.1361  -0.219
117 S -7.4812 -4.5543 -5.0334  0.646
118 O -6.1345 -4.3680 -5.5080  -0.321
119 O -7.9137 -4.0371 -3.7588  -0.330
120 C -8.6148 -4.0112 -6.3056  -0.227
121 H -9.7119 -5.1376 -7.8076  0.116
122 H -7.9712 -5.4291 -7.7998  0.121
123 H -9.9812 -6.3395 -5.6871  0.116
124 H -8.9748 -7.3808 -6.6848  0.114
125 H -8.2088 -6.6490 -4.1565  0.101
126 H -6.9944 -6.8349 -5.4463  0.105
127 H -8.1779 -3.1792 -6.8540  0.111
128 H -9.5361 -3.6962 -5.8155  0.110

- frontier orbital gap (eV) = 8.804
- SMILES string = C[C@H](Br)[C@H](Br)c1ccc(B(N)O)c2c1C(=O)c1ccccc1C2=O.O=S1(=O)CCCC1.O=S1(=O)CCCC1.O=S1(=O)CCCC1.O=S1(=O)CCCC1.O=S1(=O)CCCC1.O=S1(=O)CCCC1
- HOMO (eV) = -8.8
- total charge = 0


[2]
Entry from OMol25: a structure of composition C19H23ClMoN6O7 (ωB97M-V with the def2-TZVPD basis set).

Last column: natural (NBO) charge in e.
CARTESIAN COORDINATES (ANGSTROEM)
1 Mo 2.3802 -0.6081 2.3331  1.594
2 N 2.3491 -1.9366 4.0860  -0.771
3 C 1.5729 -1.2706 5.1634  -0.341
4 C 1.8364 0.2151 5.0840  0.665
5 O 1.6694 0.9958 5.9695  -0.473
6 N 2.3250 0.5972 3.8083  -0.533
7 C 2.8655 1.9369 3.6655  -0.370
8 C 3.8228 1.8787 2.4855  0.787
9 O 4.5654 2.7157 2.1122  -0.468
10 O 3.6731 0.6606 1.8425  -0.671
11 H 3.2756 -2.1847 4.4260  0.421
12 H 1.9007 -2.8146 3.8300  0.429
13 H 0.5115 -1.4468 4.9911  0.263
14 H 1.8346 -1.6366 6.1538  0.259
15 H 2.0897 2.6749 3.4495  0.261
16 H 3.3811 2.2588 4.5702  0.276
17 O -2.3792 -0.7688 -1.0952  -0.698
18 C -1.3687 -0.3154 -1.8340  0.799
19 O -1.5519 0.1070 -2.9443  -0.567
20 C -0.0177 -0.3331 -1.2087  -0.259
21 C 1.1918 0.0173 -1.8259  0.207
22 Cl 1.5074 0.4654 -3.4104  0.192
23 N 2.1797 -0.0933 -0.9204  -0.154
24 N 1.6741 -0.5053 0.2583  -0.337
25 C 0.3644 -0.6543 0.0890  0.084
26 C -0.3438 -1.1123 1.3141  0.801
27 O -1.5178 -1.3914 1.3284  -0.547
28 O 0.4742 -1.2034 2.3425  -0.702
29 C 3.5984 0.0940 -1.0897  0.155
30 C 4.4185 -1.0162 -0.9805  -0.255
31 C 5.7902 -0.8335 -1.0732  -0.183
32 C 6.3073 0.4389 -1.2745  -0.170
33 C 5.4630 1.5358 -1.3901  -0.160
34 C 4.0907 1.3698 -1.2955  -0.221
35 H -2.1133 -1.0613 -0.1852  0.513
36 H 3.9915 -2.0048 -0.8579  0.226
37 H 6.4523 -1.6854 -1.0015  0.239
38 H 7.3774 0.5773 -1.3464  0.242
39 H 5.8733 2.5243 -1.5413  0.243
40 H 3.4195 2.2163 -1.3604  0.236
41 N -5.6448 0.4900 -3.7566  -0.494
42 C -5.8630 -0.9567 -3.3936  -0.240
43 C -6.4403 -1.0139 -1.9838  -0.252
44 N -5.6206 -0.3393 -1.0007  -0.602
45 C -5.3206 1.0270 -1.3665  -0.249
46 C -4.7373 1.1808 -2.7690  -0.256
47 H -6.5495 0.9666 -3.7797  0.429
48 H -5.2508 0.5612 -4.6948  0.440
49 H -4.8857 -1.4349 -3.4511  0.225
50 H -6.5295 -1.3898 -4.1378  0.237
51 H -6.5784 -2.0568 -1.7032  0.245
52 H -7.4372 -0.5578 -1.9859  0.204
53 H -4.7952 -0.8720 -0.7664  0.380
54 H -4.6149 1.4556 -0.6566  0.238
55 H -6.2404 1.6179 -1.2877  0.205
56 H -3.7671 0.6944 -2.8645  0.248
57 H -4.6593 2.2243 -3.0704  0.231

- ΔE to the lowest compared entry with this formula, charge and spin (eV) = 0.0000
- frontier orbital gap (spin up / spin down) (eV) = 7.121 / 7.246
- HOMO (spin up / spin down) (eV) = -14.2 / -14.2
- total charge = +2